(1)
{
  "formula": "C4H10NO",
  "method": "ωB97M-V/def2-TZVPD",
  "e_above_lowest_kcal_mol": 55.5,
  "orbital_gap_ev": 7.970,
  "lumo_energy_ev": -5.27,
  "mol_weight_g_mol": 88.1,
  "charge": 1,
  "e_tot_ev": -7838.91112,
  "elements": ["O", "N", "C", "C", "C", "C", "H", "H", "H", "H", "H", "H", "H", "H", "H", "H"],
  "xyz": [[0.734, -0.803, 1.431], [-1.701, 0.725, -0.318], [-2.191, 0.508, 0.811], [1.071, -0.179, 0.210], [1.292, -1.109, -0.949], [1.232, 1.182, 0.133], [2.068, -1.819, -0.740], [0.489, -1.733, 1.193], [1.952, 1.511, -0.601], [-2.211, 0.412, -1.134], [1.604, -0.483, -1.798], [-0.647, 0.684, -0.391], [0.380, -1.581, -1.219], [-1.485, 0.513, 1.673], [0.658, 1.893, 0.772], [-3.245, 0.280, 0.926]],
  "nbo_charge": [-0.6769, -0.5998, 0.1502, 0.3205, -0.6978, -0.5383, 0.2521, 0.4865, 0.2489, 0.4328, 0.2495, 0.4514, 0.2200, 0.2474, 0.2212, 0.2321]
}



(2)
{
  "formula": "C38H102F6NO19S2",
  "method": "ωB97M-V/def2-TZVPD",
  "e_above_lowest_kcal_mol": 35.6,
  "orbital_gap_ev": 9.800,
  "lumo_energy_ev": 2.15,
  "mol_weight_g_mol": 1055.3,
  "charge": -1,
  "e_tot_ev": -119429.75492,
  "elements": ["S", "S", "F", "F", "F", "F", "F", "F", "O", "O", "O", "O", "O", "O", "O", "O", "O", "O", "O", "O", "O", "O", "O", "O", "O", "O", "O", "N", "C", "C", "C", "C", "C", "C", "C", "C", "C", "C", "C", "C", "C", "C", "C", "C", "C", "C", "C", "C", "C", "C", "C", "C", "C", "C", "C", "C", "C", "C", "C", "C", "C", "C", "C", "C", "C", "C", "H", "H", "H", "H", "H", "H", "H", "H", "H", "H", "H", "H", "H", "H", "H", "H", "H", "H", "H", "H", "H", "H", "H", "H", "H", "H", "H", "H", "H", "H", "H", "H", "H", "H", "H", "H", "H", "H", "H", "H", "H", "H", "H", "H", "H", "H", "H", "H", "H", "H", "H", "H", "H", "H", "H", "H", "H", "H", "H", "H", "H", "H", "H", "H", "H", "H", "H", "H", "H", "H", "H", "H", "H", "H", "H", "H", "H", "H", "H", "H", "H", "H", "H", "H", "H", "H", "H", "H", "H", "H", "H", "H", "H", "H", "H", "H", "H", "H", "H", "H", "H", "H"],
  "xyz": [[0.322, 1.679, -0.663], [0.256, -0.874, -0.746], [-1.353, -2.651, 0.391], [-0.562, 3.202, 1.316], [-1.773, 3.269, -0.533], [0.652, -3.323, 0.121], [0.216, -1.890, 1.667], [0.107, 4.288, -0.401], [-2.939, -0.549, 0.447], [-4.098, 4.400, -5.341], [1.551, 0.619, 2.506], [-3.314, -1.119, 3.154], [-3.463, -3.985, -0.935], [-0.699, -1.124, -1.802], [1.673, -0.961, -0.988], [-2.451, 2.799, 4.395], [1.672, -4.144, 5.674], [-1.207, 0.687, 2.916], [-2.202, -1.735, -4.186], [-0.557, 8.754, 3.034], [2.812, -7.457, -2.393], [4.728, 3.493, 2.837], [5.393, -1.282, 1.852], [-0.059, 1.649, -2.075], [0.134, -6.802, -2.686], [3.729, 0.307, -3.612], [1.725, 1.906, -0.438], [-0.279, 0.485, 0.158], [4.763, 0.386, 0.297], [-0.710, 6.685, 1.768], [2.379, -2.926, 3.752], [2.592, -5.960, -0.523], [3.690, 4.431, 2.519], [-4.023, -2.341, 3.456], [-0.500, 4.072, 4.964], [4.544, -2.091, -0.247], [-3.010, -3.472, 3.433], [-0.254, -0.757, -5.143], [-3.857, 3.580, -3.127], [-4.154, 1.514, 0.720], [-1.772, -2.393, -6.365], [-1.524, 3.036, 5.450], [3.949, 2.603, -2.842], [2.486, 4.214, 3.415], [-0.330, -5.845, -3.636], [-0.086, -2.295, 0.449], [-2.750, 7.989, 2.456], [0.356, -2.214, 5.130], [3.695, 1.684, -4.015], [3.549, -6.644, -1.473], [-4.794, -0.254, -1.035], [-3.684, 0.443, -0.282], [1.183, -3.375, 4.566], [2.370, 1.980, -4.691], [-1.292, 8.056, 2.025], [-3.127, 3.873, -4.418], [4.597, -7.477, -0.758], [0.447, -4.558, -3.472], [-2.399, 2.664, -5.033], [4.424, -1.009, 0.819], [3.386, 4.295, 1.005], [-5.155, -2.521, 2.456], [-0.412, -6.449, -5.039], [-1.687, -1.201, -5.432], [-0.903, 1.718, 5.894], [-0.565, 3.218, -0.012], [-3.203, 8.963, 2.659], [2.550, 4.587, 4.434], [-1.116, 9.330, 3.553], [-3.347, -1.059, 2.168], [2.361, 3.033, -5.003], [-1.029, 0.627, 1.957], [-0.134, 1.431, 5.166], [1.376, 0.608, 1.552], [-5.202, 0.449, -1.761], [0.374, -3.900, -4.341], [-1.075, -7.311, -5.095], [-3.004, 7.370, 3.320], [-1.887, 2.915, -5.962], [5.570, -2.419, -0.411], [4.407, 2.608, 2.632], [0.521, -4.012, 3.966], [-2.016, -0.209, 0.462], [-3.216, 1.996, -5.321], [-2.455, -3.552, 4.366], [-2.823, -2.676, -6.443], [5.297, -0.623, 2.545], [-2.429, 4.700, -4.245], [2.107, -2.179, 3.010], [-5.522, -0.611, -0.304], [4.073, -5.930, -2.120], [2.804, -3.815, 3.283], [-4.395, -1.112, -1.576], [-2.921, -3.337, -0.463], [-3.511, -4.431, 3.240], [3.161, -2.479, 4.366], [-0.184, -0.072, -4.298], [0.130, -4.019, -2.578], [3.886, -2.902, 0.065], [-1.176, -3.251, -6.063], [0.240, -0.292, -6.002], [-4.676, 2.866, -3.225], [3.394, -8.000, -2.929], [-5.589, -3.507, 2.660], [-1.627, 0.907, 5.876], [-0.518, -2.576, 5.676], [2.383, 4.707, 0.860], [4.176, -1.694, -1.193], [4.079, 3.648, -3.143], [5.825, 0.489, 0.098], [-2.085, 3.405, 6.311], [0.364, -1.631, -4.922], [-1.389, -5.700, -3.403], [-5.017, 1.193, 1.306], [1.520, -4.699, -3.308], [0.323, 4.162, 5.670], [3.110, 0.277, -2.864], [3.398, -1.068, 1.192], [-3.629, 4.692, -6.129], [3.369, 3.237, 0.745], [1.810, -5.417, -1.047], [-3.045, 0.947, -1.016], [2.204, 1.384, -5.588], [4.078, 4.862, 0.389], [5.253, -7.928, -1.508], [-0.192, 3.778, 3.962], [-1.723, 2.191, -4.322], [-1.036, 5.013, 4.835], [-3.360, 1.852, 1.383], [-1.746, -0.109, 3.123], [-2.307, -3.433, 2.604], [3.095, -5.286, 0.175], [-0.821, -5.656, -5.672], [-3.329, 7.512, 1.656], [-4.828, -2.549, 1.415], [1.652, 4.749, 2.943], [3.149, 2.682, -2.102], [-4.413, -2.218, 4.470], [-1.999, -1.055, -3.528], [-1.193, 8.632, 1.100], [1.492, 1.904, -4.047], [0.923, -1.508, 5.734], [0.358, 6.885, 1.647], [4.128, 0.551, -0.580], [-0.344, 1.854, 6.821], [4.113, 5.431, 2.628], [-1.112, 6.234, 0.863], [2.103, -6.633, 0.187], [0.571, -6.770, -5.395], [-4.061, -4.337, -0.267], [0.905, -4.510, 6.124], [1.059, -7.069, -2.844], [5.251, -6.860, -0.136], [-4.504, 2.396, 0.171], [-1.444, -2.129, -7.376], [-4.237, 4.450, -2.595], [4.193, -8.225, -0.075], [-0.864, 5.969, 2.576], [4.838, 2.322, -2.273], [-2.287, -0.324, -5.696], [-5.956, -1.798, 2.604], [-1.985, 2.496, 3.604], [0.656, 0.673, 2.905], [-3.111, 3.113, -2.478], [-0.038, -1.656, 4.272], [2.146, 3.176, 3.387], [4.496, 1.814, -4.748], [4.408, 1.164, 0.979]],
  "lowdin_charge": [0.5760, 0.7006, 0.1322, 0.1441, 0.1470, 0.1814, 0.1451, 0.1489, -0.1111, -0.0693, -0.0805, -0.0992, -0.0478, -0.2740, -0.2533, -0.0720, -0.0627, -0.0790, -0.0762, -0.0529, -0.0718, -0.0675, -0.0646, -0.3123, -0.0754, -0.0562, -0.2941, -0.3106, -0.0357, -0.0516, -0.0467, -0.0459, -0.4542, -0.4420, -0.0498, -0.0427, -0.0449, -0.0526, -0.0542, -0.0308, -0.0546, -0.4791, -0.0646, -0.0585, -0.4766, -0.6798, -0.0694, -0.0512, -0.4758, -0.4673, -0.0307, -0.4518, -0.4829, -0.0604, -0.4877, -0.4811, -0.0606, -0.0322, -0.0413, -0.4675, -0.0359, -0.0469, -0.0562, -0.4542, -0.0627, -0.6656, 0.0732, 0.0766, 0.0718, 0.0522, 0.0794, -0.0051, 0.0625, -0.0220, 0.0782, 0.0587, 0.0729, 0.0822, 0.0772, 0.0839, 0.0591, 0.1297, 0.0255, 0.0809, 0.0663, 0.0796, 0.0798, 0.1322, 0.0494, 0.0775, 0.1384, 0.0821, 0.0808, -0.0025, 0.0785, 0.0895, 0.0551, 0.0716, 0.0617, 0.0564, 0.0760, 0.0820, 0.0948, 0.0791, 0.0806, 0.0680, 0.0596, 0.0646, 0.0805, 0.0926, 0.1291, 0.0753, 0.1359, 0.0813, 0.0774, 0.0806, 0.0626, 0.1066, 0.0788, 0.0488, 0.0533, 0.1199, 0.0698, 0.0780, 0.0747, 0.0519, 0.0667, 0.0725, 0.0640, 0.0420, 0.0655, 0.0737, 0.0623, 0.0812, 0.0676, 0.0572, 0.0562, 0.1374, 0.0436, 0.1316, 0.0571, 0.0860, 0.0859, 0.0539, 0.0780, 0.1305, 0.0740, 0.0939, 0.0761, 0.0247, 0.0777, 0.0435, 0.0829, 0.0759, 0.0782, 0.0821, 0.0838, 0.0683, 0.0785, 0.1170, 0.0834, 0.0409, -0.0029, 0.0551, 0.0589, 0.0728, 0.1331, 0.0552]
}



(3)
{
  "formula": "C12H22F6O5PRb",
  "method": "ωB97M-V/def2-TZVPD",
  "e_above_lowest_kcal_mol": 0.0,
  "orbital_gap_ev": 9.695,
  "lumo_energy_ev": -0.29,
  "mol_weight_g_mol": 476.7,
  "charge": 0,
  "e_tot_ev": -49295.05861,
  "elements": ["Rb", "P", "F", "F", "F", "F", "F", "F", "O", "O", "O", "O", "O", "C", "C", "C", "C", "C", "C", "C", "C", "C", "C", "C", "C", "H", "H", "H", "H", "H", "H", "H", "H", "H", "H", "H", "H", "H", "H", "H", "H", "H", "H", "H", "H", "H", "H"],
  "xyz": [[1.709, -0.635, -0.619], [4.571, 0.093, -3.058], [4.632, 0.191, -4.661], [3.467, 1.289, -3.027], [5.600, -1.127, -3.038], [5.765, 1.153, -2.906], [4.444, 0.017, -1.430], [3.342, -0.980, -3.180], [0.113, -1.836, 1.603], [-1.296, -1.164, 3.217], [-1.481, -3.206, 2.372], [0.109, 0.064, -2.708], [0.603, 1.375, 0.982], [-0.807, -2.051, 2.332], [1.084, 1.357, 2.329], [-2.593, -3.119, 3.276], [-2.407, -1.728, 3.927], [-0.589, 2.161, 0.911], [0.401, -0.316, -4.049], [0.652, 2.706, 2.889], [-1.062, 0.897, -2.694], [-2.589, -4.278, 4.221], [-0.753, 2.818, 2.287], [-0.120, 0.837, -4.898], [-1.405, 1.213, -4.153], [1.476, -0.431, -4.154], [-1.150, 3.831, 2.259], [-1.874, 0.358, -2.199], [0.595, 1.660, -4.863], [2.173, 1.289, 2.307], [1.316, 3.472, 2.492], [-2.243, 0.591, -4.474], [-3.264, -1.075, 3.778], [-3.513, -3.120, 2.688], [0.625, 2.739, 3.976], [0.689, 0.508, 2.890], [-1.697, -4.301, 4.849], [-0.823, 1.789, -2.114], [-1.445, 2.225, 2.891], [-1.447, 1.524, 0.675], [-2.163, -1.786, 4.986], [-3.452, -4.230, 4.886], [-0.085, -1.261, -4.319], [-0.305, 0.568, -5.936], [-0.464, 2.883, 0.102], [-1.708, 2.248, -4.304], [-2.631, -5.211, 3.658]],
  "nbo_charge": [0.9694, 2.6031, -0.5844, -0.6031, -0.5820, -0.5814, -0.6193, -0.6190, -0.6239, -0.4907, -0.4780, -0.5808, -0.5716, 0.9909, -0.0762, 0.0656, -0.0921, -0.0688, -0.0840, -0.4245, -0.0687, -0.6302, -0.4320, -0.4255, -0.4340, 0.2400, 0.2226, 0.1683, 0.2190, 0.1924, 0.2113, 0.2004, 0.2001, 0.1903, 0.2182, 0.1794, 0.2204, 0.1763, 0.1988, 0.1723, 0.1949, 0.2249, 0.1556, 0.2193, 0.1834, 0.2183, 0.2351]
}



(4)
{
  "formula": "C6H10Cl3O2P",
  "method": "ωB97M-V/def2-TZVPD",
  "e_above_lowest_kcal_mol": 36.4,
  "orbital_gap_ev": 8.153,
  "lumo_energy_ev": 0.03,
  "mol_weight_g_mol": 251.5,
  "charge": 0,
  "e_tot_ev": -57333.22387,
  "elements": ["Cl", "Cl", "Cl", "P", "O", "O", "C", "C", "C", "C", "C", "C", "H", "H", "H", "H", "H", "H", "H", "H", "H", "H"],
  "xyz": [[3.414, 0.501, 0.724], [1.402, 1.232, -1.109], [-0.610, 3.516, -0.646], [-0.084, 1.849, 0.279], [0.489, 2.170, 1.574], [0.871, -1.529, -1.422], [1.817, -1.242, -0.668], [-1.310, 0.478, 0.275], [-2.538, 1.131, 1.214], [2.338, 0.014, -0.532], [2.555, -2.404, -0.024], [-1.841, -0.042, -0.977], [-1.035, -0.635, -1.360], [2.260, -3.243, -0.678], [-0.822, -0.343, 0.910], [-1.973, 0.740, -1.675], [3.696, -2.260, 0.029], [-3.110, 1.651, 0.507], [-2.121, 1.707, 1.984], [-2.686, -0.639, -0.920], [-2.905, 0.157, 1.521], [2.193, -2.810, 0.995]],
  "nbo_charge": [0.0175, 0.3371, -0.2198, 1.7447, -1.0270, -0.6756, 0.4370, -0.5414, -0.5899, -0.4612, -0.7111, -0.6669, 0.2812, 0.2426, 0.2688, 0.2081, 0.2314, 0.2097, 0.2235, 0.2278, 0.2273, 0.2362]
}



Among the records above, which one has the lowest charge?
C38H102F6NO19S2



What is the charge in the second record?
-1